Record 1
# C41H37Cl2N7O4PTl

A molecular structure, C41H37Cl2N7O4PTl (ωB97M-V/def2-TZVPD, the OMol25 dataset).

Its total charge is -2.

```
93
Properties=species:S:1:pos:R:3:forces:R:3:lowdin_charge:R:1
C -3.017 0.245 -0.466 0.0 0.0 0.0 -0.17
H 2.277 -3.047 -5.912 0.0 0.0 0.0 0.09
H 5.188 -2.396 4.923 0.0 0.0 0.0 0.07
C 1.295 -1.468 -4.846 0.0 -0.1 0.0 -0.11
C 2.690 -2.239 3.768 0.0 0.0 0.0 -0.08
C 2.618 -0.328 -3.215 0.0 0.0 0.0 -0.13
H -5.598 -2.269 5.257 0.0 0.0 0.0 0.07
C 2.132 3.734 2.330 0.0 -0.1 0.1 -0.18
C 1.314 2.939 -6.503 0.0 0.0 0.0 -0.11
H 2.051 2.850 -7.294 0.0 0.0 0.0 0.09
H 0.352 -1.623 -5.357 0.0 0.0 0.0 0.10
C -2.427 -1.205 5.583 -0.1 -0.1 0.0 -0.09
C -3.684 -1.306 4.999 0.0 0.0 0.1 -0.32
N 1.766 1.768 3.040 0.0 0.1 0.0 -0.11
H 4.635 -1.000 -2.976 0.0 0.0 0.0 0.10
H 4.083 0.827 3.623 0.0 0.0 0.0 0.11
H -1.044 5.035 -5.264 0.0 0.0 0.0 0.11
H -0.353 -0.801 5.343 0.1 0.0 0.0 0.10
C 0.523 4.076 -6.407 0.0 0.0 0.0 -0.11
C 3.710 -1.125 -3.524 0.0 -0.1 0.0 -0.11
C 0.693 -4.062 -0.527 -0.1 0.0 -0.1 -0.97
C -3.703 -1.445 0.752 0.0 -0.1 0.0 -0.09
C 5.128 -1.658 4.119 0.0 0.0 0.0 -0.07
C 3.342 0.037 3.587 0.0 0.0 0.1 -0.02
C 2.382 -2.274 -5.160 0.0 0.0 0.0 -0.12
H -4.346 -1.314 -1.347 0.0 0.0 0.0 0.08
H 4.434 -2.747 -4.736 0.0 0.0 0.0 0.09
H -5.482 -0.700 6.048 0.0 0.0 0.0 0.07
C 1.392 -1.896 3.460 -0.1 0.0 0.1 -0.05
N 3.970 -0.329 0.342 0.0 0.1 0.0 -0.04
H -2.317 -1.379 6.651 0.0 0.0 0.0 0.10
C -0.397 -2.969 -0.262 -0.1 -0.2 0.1 -0.81
N -2.877 -0.649 1.465 0.1 0.0 -0.1 -0.08
C -2.784 -2.265 -3.465 0.0 0.0 -0.1 -0.09
H 0.185 4.593 3.018 0.0 0.0 0.0 0.08
C -1.383 -0.339 -3.877 -0.1 0.1 0.1 -0.35
H 3.904 0.551 0.847 0.0 -0.1 0.0 0.04
H 0.638 4.885 -7.120 0.0 0.0 0.0 0.09
H 2.226 -1.293 0.827 0.0 0.0 0.0 0.01
H 5.712 -0.787 4.416 0.0 0.0 0.0 0.07
H -0.163 2.008 3.874 0.0 0.0 0.0 0.12
C -1.631 3.276 -3.374 0.0 0.0 0.0 -0.66
H -4.081 -2.361 1.173 0.0 0.0 0.0 0.12
Cl 1.865 -4.158 0.821 0.0 0.0 0.0 0.58
H -4.663 -2.097 6.742 0.0 0.0 0.0 0.06
C -1.705 -1.463 -3.121 0.0 0.0 0.0 -0.09
H 5.613 -2.095 3.241 0.0 0.0 0.0 0.07
C 0.670 2.480 3.387 0.0 0.0 -0.1 -0.09
O -2.242 4.351 -3.298 0.0 0.1 0.0 -0.03
H -4.710 -1.114 3.130 0.0 0.0 0.0 0.11
C -3.251 -0.817 -5.323 0.0 0.0 0.0 -0.10
C -3.558 -1.946 -4.572 0.0 0.0 0.0 -0.11
C -0.572 3.134 -4.471 0.0 0.0 0.0 -0.14
Tl 0.144 0.849 0.168 0.0 0.0 0.1 0.81
N 2.625 -0.741 0.071 0.0 0.0 0.1 -0.10
H -1.126 -1.694 -2.236 0.0 0.0 0.0 0.08
H -3.024 -3.118 -2.843 0.0 0.0 0.0 0.10
P 0.039 0.654 -3.285 0.0 0.0 -0.1 1.07
C 1.164 1.908 -5.589 0.0 0.0 0.0 -0.09
N -0.255 -0.242 2.740 0.0 0.0 0.0 0.01
H 2.611 -1.324 -0.758 0.0 0.0 0.0 0.02
N 2.676 2.530 2.401 0.1 -0.1 -0.1 0.07
N -2.453 0.396 0.727 -0.1 0.1 0.1 0.00
H -1.954 0.874 -5.553 0.0 0.0 0.0 0.10
O 0.011 -1.793 -0.226 0.1 0.1 0.0 -0.19
C 3.593 -2.105 -4.502 0.0 0.0 0.0 -0.13
Cl 1.556 -3.750 -2.055 0.0 0.0 0.0 0.62
H -2.792 0.955 -1.251 0.0 0.0 0.0 0.08
C -1.340 -0.633 3.442 -0.1 0.1 0.0 -0.25
H 4.420 -0.989 0.971 0.0 0.0 0.0 0.05
C 3.700 -1.277 3.832 0.0 0.0 0.0 -0.31
C 0.995 -0.566 3.197 0.1 0.0 -0.2 -0.29
C -2.639 -0.759 2.863 0.1 0.0 0.0 -0.11
C -4.921 -1.607 5.801 0.0 0.0 0.0 -0.08
H 0.635 -2.664 3.367 0.0 0.0 0.0 0.11
C 0.219 1.981 -4.562 -0.1 0.0 0.0 -0.27
O -1.763 2.241 -2.668 0.0 0.0 0.0 -0.14
C -3.824 -0.903 -0.501 0.0 0.0 0.0 -0.06
C -1.310 -0.878 4.842 0.1 0.0 -0.1 -0.04
H 1.794 1.033 -5.682 0.0 0.0 0.0 0.09
C -2.173 -0.016 -4.975 0.0 0.0 0.0 -0.08
C 0.870 3.768 2.946 -0.1 -0.1 0.0 -0.08
H 2.661 4.526 1.827 0.0 0.0 0.0 0.09
H -3.863 -0.550 -6.178 0.0 0.0 0.0 0.09
C 1.396 -0.479 -3.871 0.1 0.0 0.1 -0.38
H 2.705 0.408 -2.423 0.0 0.0 0.0 0.09
C 2.032 0.389 3.283 0.0 0.0 0.1 -0.15
H -4.408 -2.564 -4.841 0.0 0.0 0.0 0.09
C -0.411 4.166 -5.389 0.0 0.0 0.0 -0.04
H 2.935 -3.283 3.936 0.0 0.0 0.0 0.10
C -3.749 -1.064 3.633 0.0 0.0 0.0 -0.01
H 0.229 -5.037 -0.609 0.0 0.0 0.0 0.04
O -1.534 -3.440 -0.150 0.0 0.0 0.0 -0.01
```
Positions in Å, forces in eV/Å.

---

Record 2
# C41H37ClFN3O5SSbZr

A molecular structure, C41H37ClFN3O5SSbZr (ωB97M-V/def2-TZVPD, the OMol25 dataset).

Its total charge is +3.

```
91
Properties=species:S:1:pos:R:3:forces:R:3:lowdin_charge:R:1
C 3.089 5.416 2.440 0.0 0.0 0.0 -0.05
C 0.574 3.245 2.571 0.0 0.0 0.0 0.06
H -4.876 -2.659 2.005 0.0 0.0 0.0 0.13
H 2.109 5.630 -0.248 0.0 0.0 0.0 0.11
H 1.362 -7.897 1.206 0.0 0.0 0.0 0.12
C -2.366 -2.824 4.451 0.0 0.0 0.1 -0.28
C -0.580 -4.144 -3.451 0.0 0.0 0.0 -0.10
C -0.456 0.883 2.936 0.0 0.1 0.0 -0.55
H 1.552 -5.504 0.628 0.0 0.0 0.0 0.11
H 2.964 8.013 -1.975 0.0 0.0 0.0 0.14
H -0.529 -5.363 3.091 0.0 0.0 0.0 0.15
H -4.469 -3.526 7.005 0.0 0.0 0.0 0.13
C 1.487 3.048 -2.314 0.0 0.0 0.0 -0.18
H -2.566 -5.518 -0.661 0.0 0.0 0.0 0.11
N 2.639 7.555 -4.003 0.0 0.0 0.0 0.07
C -2.386 -1.119 -0.527 0.0 0.0 0.0 -0.14
H 4.590 5.609 -2.925 0.0 0.0 0.0 0.14
C -1.841 -4.125 4.269 0.0 0.0 0.0 -0.12
H 1.366 4.932 -4.512 0.0 0.0 0.0 0.14
H -3.722 0.554 -0.583 0.0 0.0 0.0 0.13
C 3.706 6.001 -2.411 0.0 0.0 0.0 -0.12
H 3.400 6.395 2.803 0.0 0.0 0.0 0.09
C -3.326 -2.624 5.447 0.0 0.1 0.0 0.03
Sb -0.299 -3.360 -0.561 0.0 -0.1 -0.1 1.38
C -0.701 -8.039 0.619 0.0 0.0 0.0 -0.04
Zr -0.831 -1.364 2.100 0.1 -0.1 0.2 1.81
O -1.665 0.613 2.734 0.1 0.1 0.1 -0.02
S 1.282 -2.147 0.597 -0.2 0.1 0.1 0.21
H 0.955 -0.916 -4.939 0.0 0.0 0.0 0.11
O 0.332 -0.070 3.297 0.0 0.0 -0.1 -0.07
C -0.482 -3.986 -4.826 0.0 0.0 0.0 -0.05
C 1.589 5.415 2.202 0.0 0.0 0.0 -0.17
C 0.515 -1.810 -4.518 0.0 0.0 0.0 -0.06
C -1.802 -7.373 0.096 0.0 0.0 0.0 -0.05
C 2.409 5.106 -4.253 0.0 0.0 0.1 -0.12
C -3.200 -4.977 6.056 0.0 0.0 0.0 -0.65
H -3.728 -1.632 5.597 0.0 0.0 0.0 0.14
H -2.863 -3.913 1.370 0.0 0.0 0.0 0.11
C 0.504 -7.371 0.807 0.0 0.0 0.0 -0.05
C 0.058 -2.821 -5.355 0.0 0.0 0.0 -0.04
C 0.136 2.020 2.198 0.0 -0.1 -0.1 -0.02
H -1.844 -6.187 4.944 0.0 0.0 0.0 0.13
H 3.903 5.909 -1.347 0.0 0.0 0.0 0.13
C 2.905 6.396 -4.917 0.0 0.0 0.0 -0.07
C 1.792 4.653 -0.575 0.0 0.1 0.0 0.06
H 2.998 4.280 -4.657 0.0 0.0 0.0 0.14
H 0.519 3.584 3.597 0.0 0.0 0.0 0.16
H 2.399 6.569 -5.864 0.0 0.0 0.0 0.15
C 1.944 4.327 -1.914 0.0 0.0 0.0 -0.12
H 3.648 5.190 1.531 0.0 0.0 0.0 0.07
C -2.263 -5.198 5.091 0.0 -0.1 -0.1 -0.02
C -0.132 -3.119 -2.624 0.0 0.0 0.1 -0.36
C 0.781 2.507 -0.087 0.0 0.0 0.0 -0.04
H 0.599 1.202 -1.787 0.0 0.0 0.0 0.13
H 4.434 7.983 -2.965 0.0 0.0 0.0 0.14
C -3.525 -0.419 -0.154 0.0 0.0 0.0 -0.03
H -0.983 -5.062 -3.042 0.0 0.0 0.0 0.10
C 3.494 7.476 -2.758 0.0 0.0 0.1 -0.06
H -0.819 -4.777 -5.483 0.0 0.0 0.0 0.12
C 0.919 2.175 -1.442 0.0 0.0 0.0 0.10
C 0.615 -6.028 0.474 0.0 -0.1 0.0 -0.12
H 1.654 7.544 -3.734 0.0 0.0 0.0 0.19
O -0.517 -3.476 2.421 0.0 -0.1 0.1 -0.30
H -5.300 -0.419 1.050 0.0 0.0 0.0 0.13
Cl -3.746 -6.253 7.069 0.0 0.0 0.0 0.75
H 1.055 5.606 3.130 0.0 0.0 0.0 0.13
C -0.924 -4.353 3.238 0.1 0.0 0.0 -0.10
C 1.230 3.765 0.354 0.0 0.0 0.0 -0.10
F 1.646 2.656 -3.591 0.0 0.0 0.0 0.08
O -1.956 -1.816 3.711 0.0 0.1 -0.4 -0.21
C -4.414 -0.969 0.761 0.0 0.0 0.0 -0.02
H 1.278 6.195 1.510 0.0 0.0 0.0 0.12
C -0.491 -5.374 -0.058 0.0 0.1 0.0 -0.38
H -1.704 -0.684 -1.247 0.0 0.0 0.0 0.10
H 3.978 6.387 -5.099 0.0 0.0 0.0 0.14
C -1.703 -6.031 -0.249 0.0 0.0 0.0 -0.13
C -2.119 -2.381 0.031 0.1 0.0 0.0 -0.42
H 0.817 -1.191 -2.480 0.0 0.0 0.0 0.08
H 2.804 8.439 -4.487 0.0 0.0 0.0 0.19
C -3.034 -2.931 0.946 0.0 0.0 -0.1 -0.15
C -3.730 -3.681 6.229 0.0 0.0 0.0 -0.03
N 2.523 5.245 -2.798 0.0 0.0 0.0 -0.08
N 1.098 4.118 1.690 0.0 0.0 0.0 -0.01
H 3.363 4.677 3.193 0.0 0.0 0.0 0.09
O -0.198 0.415 0.525 0.0 0.0 0.0 -0.16
H -2.737 -7.897 -0.051 0.0 0.0 0.0 0.12
H -0.781 -9.086 0.878 0.0 0.0 0.0 0.12
H 0.137 -2.707 -6.428 0.0 0.0 0.0 0.12
C -4.176 -2.227 1.301 0.0 0.0 0.0 -0.03
C 0.424 -1.955 -3.143 0.0 0.0 0.0 -0.13
C 0.209 1.570 0.844 0.0 0.1 0.1 -0.26
```
Positions in Å, forces in eV/Å.

---

no.,gap between HOMO and LUMO (eV)
1,6.131
2,6.890